# 1
ORCA calculation (ωB97M-V with the def2-TZVPD basis set) on C44H23N11O4Ti as an isolated structure.

Results
charge	-2
LUMO energy	0.1392	hartree
HOMO	-0.633	eV
total energy	-3443.6859	Eh
ΔE to the lowest compared entry with this formula, charge and spin	0.0	kJ/mol

Atoms and positions in Å:
Ti -0.45 1.20 -0.27
C 2.40 -2.73 4.27
C 2.66 -1.49 4.94
C 2.12 -0.32 4.49
C 1.31 -0.35 3.33
C 0.67 0.65 2.59
N 0.64 1.97 2.96
C -0.10 2.80 2.35
C -0.21 4.20 2.80
C 0.37 4.86 3.87
C 0.07 6.21 4.03
C -0.79 6.86 3.14
C -1.37 6.19 2.08
C -1.05 4.85 1.93
C -1.47 3.85 0.92
N -2.25 4.17 -0.04
C -2.66 3.24 -0.95
N -2.21 1.94 -1.07
C -2.91 1.35 -2.10
N -2.83 0.04 -2.49
C -2.17 -0.83 -1.84
N -1.38 -0.65 -0.69
C -0.96 -1.90 -0.29
N -0.19 -2.23 0.69
C 0.28 -1.27 1.55
N 0.06 0.09 1.49
C 1.06 -1.58 2.67
C 1.60 -2.78 3.17
C -1.49 -2.92 -1.21
C -1.37 -4.31 -1.22
C -1.97 -5.00 -2.26
C -2.68 -4.32 -3.25
C -2.82 -2.94 -3.22
C -2.20 -2.26 -2.18
C -3.80 2.27 -2.65
C -4.74 2.19 -3.70
C -5.48 3.30 -4.00
C -5.31 4.52 -3.27
C -4.41 4.62 -2.25
C -3.64 3.48 -1.92
N -0.91 2.61 1.23
H 2.84 -3.64 4.67
H 3.30 -1.50 5.82
H 2.32 0.62 4.99
H 1.04 4.34 4.55
H 0.51 6.76 4.85
H -1.00 7.92 3.29
H -2.03 6.68 1.38
H 1.39 -3.72 2.66
H -0.82 -4.81 -0.43
H -1.89 -6.08 -2.30
H -3.14 -4.89 -4.06
H -3.37 -2.40 -3.98
H -4.86 1.27 -4.26
H -6.20 3.27 -4.81
H -5.91 5.38 -3.54
H -4.28 5.54 -1.69
O 2.28 3.51 -2.08
C 1.44 2.69 -1.80
O 0.70 2.71 -0.72
C 1.09 1.47 -2.67
O 1.66 1.21 -3.71
O 0.14 0.77 -2.12
N 3.87 -8.45 -1.31
C 3.73 -7.33 -1.12
C 3.56 -5.92 -0.88
C 4.60 -5.18 -0.32
C 4.45 -3.83 -0.11
C 3.25 -3.20 -0.42
C 2.20 -3.94 -0.96
C 2.36 -5.29 -1.20
N 3.09 -1.83 -0.20
C 3.69 -1.08 0.80
C 3.17 0.17 0.69
N 2.27 0.21 -0.35
C 2.24 -0.99 -0.86
H 5.54 -5.67 -0.08
H 5.27 -3.24 0.30
H 1.25 -3.46 -1.16
H 1.54 -5.86 -1.62
H 4.33 -1.52 1.54
H 3.34 1.03 1.31
H 1.65 -1.29 -1.71

***

# 2
ORCA calculation (ωB97M-V with the def2-TZVPD basis set) on C44H27F5GeMoN3O7Se as an isolated structure.

Results
charge	-1
LUMO energy	0.0726	hartree
HOMO	-5.935	eV
total energy	-7429.6899	Eh
ΔE to the lowest compared entry with this formula, charge and spin	0.0	kJ/mol

Atoms and positions in Å:
Mo -0.37 0.47 -0.12
O 0.67 3.99 1.55
C -0.12 3.10 1.35
O -0.10 2.40 0.22
C -1.20 2.79 2.35
C -1.72 3.83 3.06
C -2.74 3.61 3.99
C -3.24 2.34 4.21
C -2.71 1.28 3.50
C -1.63 1.44 2.57
O -1.05 0.46 2.02
N -3.32 -0.02 3.71
O -3.99 -0.18 4.72
O -3.25 -0.86 2.83
N -3.29 4.72 4.74
O -4.16 4.49 5.57
O -2.84 5.83 4.53
H -1.35 4.83 2.90
H -4.03 2.17 4.92
N -1.27 -1.58 0.08
C -0.65 -2.89 0.12
C -1.50 -3.96 -0.16
C -1.04 -5.26 -0.16
C 0.30 -5.49 0.13
C 1.13 -4.43 0.41
C 0.70 -3.10 0.42
C 1.65 -1.99 0.72
C 2.94 -2.29 1.18
C 3.87 -1.31 1.46
C 3.53 0.02 1.28
C 2.26 0.34 0.83
C 1.30 -0.65 0.55
H -1.81 -1.44 0.94
H -1.95 -1.59 -0.67
H -2.54 -3.74 -0.38
H -1.72 -6.08 -0.39
H 0.69 -6.50 0.13
H 2.17 -4.66 0.62
H 3.25 -3.31 1.34
H 4.86 -1.58 1.81
H 4.24 0.81 1.50
H 2.03 1.39 0.68
F -3.80 2.88 -6.02
C -3.58 2.43 -4.78
C -3.35 3.31 -3.74
F -3.36 4.62 -3.98
C -3.12 2.82 -2.47
F -2.89 3.72 -1.51
C -3.14 1.46 -2.18
Se -2.97 0.81 -0.39
C -3.38 0.61 -3.24
F -3.43 -0.72 -3.05
C -3.60 1.07 -4.53
F -3.86 0.21 -5.53
C 0.04 0.32 -1.78
Ge 0.62 0.14 -3.60
C -0.32 -1.38 -4.39
C -0.15 -2.63 -3.78
C -0.89 -3.73 -4.20
C -1.79 -3.59 -5.24
C -1.97 -2.36 -5.86
C -1.23 -1.26 -5.43
C 0.28 1.83 -4.50
C 0.14 2.99 -3.73
C -0.05 4.22 -4.33
C -0.12 4.32 -5.71
C 0.02 3.17 -6.49
C 0.23 1.94 -5.89
C 2.53 -0.25 -3.52
C 3.33 0.44 -2.61
C 4.69 0.18 -2.53
C 5.27 -0.76 -3.36
C 4.48 -1.46 -4.27
C 3.12 -1.20 -4.35
H 0.54 -2.74 -2.95
H -0.75 -4.68 -3.70
H -2.37 -4.45 -5.57
H -2.69 -2.25 -6.66
H -1.40 -0.30 -5.90
H 0.16 2.92 -2.64
H -0.16 5.11 -3.72
H -0.29 5.28 -6.18
H -0.04 3.25 -7.57
H 0.36 1.06 -6.51
H 2.88 1.16 -1.94
H 5.29 0.72 -1.81
H 6.33 -0.96 -3.30
H 4.93 -2.20 -4.92
H 2.51 -1.76 -5.05

***

Across the entries above, HOMO-LUMO gap takes the values 4.42; 7.91 eV, respectively.